7
Properties=species:S:1:pos:R:3 method="wB97M-V/def2-TZVPD" total_charge=+2 orbital_gap_ev=6.0 relative_energy_kcal_mol=84.37 lumo_ha=-0.4532
C 0.88947 0.55443 -0.31735
H 1.58819 0.77208 -1.12205
C -0.36674 0.65654 0.09093
O 1.22950 -0.62824 0.68196
C -0.13479 -0.56462 0.94939
Y -2.32951 0.72267 -1.33058
O -0.87614 -1.51285 1.04769


7
Properties=species:S:1:pos:R:3 method="wB97M-V/def2-TZVPD" smiles="O=C=CC(=O)[O-]" total_charge=-1 orbital_gap_ev=7.7 relative_energy_kcal_mol=39.16 lumo_ha=0.1499
O 1.69364 1.58951 0.71600
C 0.80744 1.18658 0.13949
C -0.33659 0.62306 -0.25914
C -0.22316 -1.03630 -0.04097
O -0.12436 -1.75013 -1.03330
O -0.21534 -1.31621 1.15502
H -1.60164 0.70349 -0.67710


7
Properties=species:S:1:pos:R:3 method="wB97M-V/def2-TZVPD" smiles="O=C1O/C1=C/[O-]" total_charge=-1 orbital_gap_ev=7.6 relative_energy_kcal_mol=66.25 lumo_ha=0.1549
O -0.14685 3.45306 2.50023
C -0.07012 2.45919 1.93046
O -0.35070 1.02716 2.39241
C -0.11964 1.54521 0.86025
C 0.20336 0.74044 -0.19386
O 0.38881 0.72918 -1.44919
H -0.00638 -0.39606 0.05164


11
Properties=species:S:1:pos:R:3 method="wB97M-V/def2-TZVPD" total_charge=+1 orbital_gap_ev="9.0 / 6.0" relative_energy_kcal_mol=0.00 lumo_ha="-0.1931 / -0.3045" spin_multiplicity=2
O -0.03297 -2.71843 0.18448
C 0.00945 -1.51131 0.52360
O -0.99995 -0.86628 0.90388
C -2.05685 1.57804 -0.63894
O -1.47247 1.32791 -1.61139
O -2.68957 1.93856 0.26578
Li -1.95942 -2.60737 0.67275
C 1.35441 -0.78077 0.47198
O 2.36920 -1.37894 0.02518
O 1.43110 0.40970 0.87755
In 3.39045 0.33027 0.38798


Computed values of max |F| (unit: eV/Å) for the preceding records, in sequence: 4.1, 8.4, 7.1, 3.8.